Computed, not measured: a cluster of 9 separate species, C22H48Cl2N2O10S in total, with ωB97M-V/def2-TZVPD.

```
85
C22H48Cl2N2O10S (ωB97M-V/def2-TZVPD)
C -0.105 6.535 -0.396
C -1.326 6.699 -1.321
Cl -1.882 8.375 -1.270
C -2.518 5.744 -0.990
Cl -3.478 6.270 0.373
N -1.992 4.365 -0.756
C -2.003 3.768 0.435
C -1.461 2.506 0.624
C -0.889 1.848 -0.453
C -0.251 0.515 -0.320
C -0.616 -0.584 -1.089
C 0.069 -1.772 -0.924
N 1.070 -1.888 -0.035
C 1.777 -3.159 0.083
S 3.122 -3.300 -1.125
O 4.038 -4.289 -0.648
O 2.529 -3.575 -2.399
C 1.425 -0.837 0.726
C 0.787 0.382 0.597
C -0.896 2.475 -1.699
C -1.452 3.730 -1.815
H -0.168 5.679 0.271
H 0.785 6.444 -1.007
H 0.019 7.408 0.229
H -1.027 6.479 -2.340
H -3.163 5.680 -1.857
H -2.436 4.286 1.274
H -1.474 2.061 1.605
H -1.422 -0.497 -1.797
H -0.181 -2.634 -1.522
H 2.206 -3.272 1.075
H 1.119 -4.005 -0.096
H 3.752 -2.098 -1.245
H 2.220 -0.971 1.441
H 1.129 1.196 1.222
H -0.466 1.986 -2.555
H -1.471 4.237 -2.765
C -1.141 12.430 -1.025
O -0.489 11.356 -0.346
H -0.406 13.217 -1.167
H -1.510 12.112 -2.003
H -1.969 12.824 -0.432
H -1.128 10.653 -0.214
C 1.447 -6.964 -0.705
O 2.723 -7.222 -1.277
H 0.950 -7.912 -0.531
H 1.558 -6.444 0.256
H 0.834 -6.363 -1.385
H 3.147 -6.372 -1.424
C -2.405 -7.728 0.473
O -1.735 -7.250 -0.695
H -2.578 -6.876 1.126
H -3.366 -8.177 0.216
H -1.795 -8.463 1.003
H -1.588 -8.006 -1.271
C 2.251 1.030 4.428
O 1.508 1.859 3.522
H 2.634 0.182 3.865
H 3.093 1.578 4.852
H 1.613 0.663 5.232
H 1.179 2.607 4.028
C -4.607 -0.387 1.443
O -3.274 -0.507 0.916
H -4.995 -1.391 1.576
H -4.599 0.121 2.408
H -5.251 0.153 0.747
H -2.945 0.385 0.807
C 2.911 -9.769 -3.599
O 2.205 -8.808 -4.382
H 3.183 -10.593 -4.253
H 3.815 -9.324 -3.179
H 2.277 -10.144 -2.791
H 1.978 -8.084 -3.792
C -5.599 5.483 3.842
O -4.271 5.780 3.396
H -5.647 5.725 4.899
H -6.335 6.088 3.309
H -5.831 4.424 3.711
H -4.210 5.573 2.461
C 7.285 -5.890 -0.565
O 7.397 -4.468 -0.626
H 8.284 -6.295 -0.439
H 6.666 -6.190 0.284
H 6.854 -6.280 -1.490
H 6.511 -4.120 -0.737
```

## Properties
- Total charge: +2
- DFT total energy: -82907.016 eV
- E_HOMO: -12.6 eV
- Energy above the lowest of the compared OMol25 structures with the same formula, charge and spin: 0.00 kcal/mol
- Frontier orbital gap: 4.6 eV

Atom charges from the Mulliken analysis, given in e for atoms 1 to 4:
1 C -1.103
2 C 0.285
3 Cl -0.136
4 C -0.390